The following is a DFT calculation (wB97M-V/def2-TZVPD) of a structure of composition C27H20BiBr2F6N5O6S8.

## Properties
- multiplicity = 1
- lowest unoccupied orbital energy (eV) = 3.67
- E_HOMO (eV) = -2.03
- total charge = -2
- strongest force on any atom (eV Å⁻¹) = 1.91
- HOMO-LUMO gap (eV) = 5.70
- relative energy (zero: lowest compared OMol25 entry of this formula, charge and spin) (kJ/mol) = 2.65

Each line ends with the Mulliken charge.
Cartesian coordinates (Å):
C -0.4755 1.6913 -3.2394  -0.645
C -4.5007 0.6333 -1.8382  0.635
H -4.3588 3.7897 -0.5899  0.485
C -5.2408 -0.2794 -2.6049  0.244
H -0.2332 2.0380 -2.2381  -0.313
S -1.3393 3.0791 3.0290  -0.518
H -3.2768 1.3196 6.7041  0.243
C 0.1486 5.1559 -1.2093  0.500
N 0.6271 -0.3714 -2.6866  0.682
C -2.7130 -1.1096 -1.5962  0.444
O 1.6485 4.4772 0.8405  -0.649
C 0.9146 -0.5034 3.1350  0.309
C -3.2499 0.2057 -1.3045  -0.456
O 2.2989 1.0709 -0.9545  -0.715
S 1.6215 0.4896 1.9028  -0.403
O 0.9124 -2.2830 6.5469  -0.672
F -0.1459 4.7965 -2.4644  -0.212
O 3.6162 2.0576 -2.7616  -0.747
C -4.0921 2.7634 -0.7901  -1.262
C -4.8922 1.9596 -1.5571  -0.935
C -0.2972 -1.0943 3.1105  -0.082
H -3.8146 2.9249 6.1660  0.266
H 2.0645 -0.8296 -6.2214  0.350
C 1.6532 -0.6956 -5.2278  -1.063
S 1.1192 3.8121 -0.3013  0.931
H -4.3754 0.3047 4.9677  0.372
N -1.9117 2.3249 5.4556  -0.212
C 4.3624 2.5239 -0.2789  0.529
O -1.5991 -1.5241 -1.1771  -0.561
C 1.6027 -2.4327 -1.9409  0.959
H 0.7995 1.2201 -5.6178  0.484
H -2.5262 2.7698 7.3756  0.371
C 2.4994 -2.9162 -4.5844  -0.843
H -2.2599 2.8100 0.3749  0.497
F -1.0172 5.4032 -0.6021  -0.224
S -0.7351 -2.0670 4.5072  -0.226
O 0.1409 2.7818 -0.1406  -0.148
C -3.5291 -1.9156 -2.4127  -0.123
H -0.3721 2.5203 -3.9372  0.512
H -5.8349 2.3254 -1.9470  0.262
H -3.7123 -0.7869 3.7267  0.390
S 1.8675 -0.7738 4.5951  -0.202
F 3.9137 2.7168 0.9534  -0.179
H 2.4125 -4.3341 -1.5245  0.469
Br -6.9419 0.2298 -3.3122  -0.315
H -1.5194 1.3678 -3.2374  0.215
C 0.7307 -1.8102 5.4528  0.637
C 2.2444 -3.6081 -2.3022  -0.702
Br -2.8489 -3.6356 -2.8436  -0.219
S 1.2032 -2.2488 -0.2624  -0.838
H 2.8395 -3.0827 -5.5988  0.335
F 5.0788 3.6082 -0.6226  -0.253
N -2.5233 1.0050 -0.5196  0.616
C 1.3465 -1.4688 -2.9560  -0.746
C 1.8481 -1.7111 -4.2712  1.142
C 0.9521 0.4297 -4.8977  -0.900
C -4.7716 -1.5397 -2.8818  -0.404
H -1.2693 3.1034 5.5438  0.272
H 3.1520 -4.7998 -3.8300  0.357
H -2.7672 0.9049 2.6919  -0.062
C 0.4121 0.5419 -3.6006  0.279
H -5.3540 -2.2374 -3.4644  0.411
Bi -0.0170 -0.0231 -0.0741  2.782
N 2.1605 3.5595 -1.4578  -0.471
S 2.9610 2.2172 -1.4999  0.890
H -2.7390 -0.3872 5.1376  0.354
F 0.8026 6.3206 -1.2838  -0.242
C -2.1193 2.0925 4.1180  0.539
C -2.9055 2.2283 -0.2656  -0.511
S -1.4502 -1.0406 1.7938  -0.784
C -2.9449 2.3301 6.4706  -0.927
C 2.6729 -3.8578 -3.6020  -0.654
N -2.9300 1.1164 3.6714  0.037
C -3.4687 0.0081 4.4290  -1.159
F 5.2210 1.4976 -0.2512  -0.224